DFT (the ωB97M-V functional and the def2-TZVPD basis) results for a structure of composition C32H51N6O3S4SbSeSiTa.

```
100
Properties=species:S:1:pos:R:3
Ta -0.42 0.15 -0.10
O -4.57 -5.47 -1.20
C -3.17 -5.62 -1.22
C -2.53 -4.27 -1.08
C -1.15 -4.13 -1.13
C -0.59 -2.88 -0.97
N -1.34 -1.78 -0.78
C -2.69 -1.90 -0.78
C -3.31 -3.13 -0.91
C -3.43 -0.64 -0.65
C -4.80 -0.54 -0.80
C -5.42 0.70 -0.66
C -6.92 0.81 -0.84
O -7.59 -0.36 -0.44
C -4.63 1.80 -0.38
C -3.26 1.64 -0.28
N -2.67 0.45 -0.41
H -4.99 -6.33 -1.30
H -2.82 -6.08 -2.15
H -2.82 -6.25 -0.39
H -0.51 -4.98 -1.28
H 0.48 -2.73 -1.02
H -4.38 -3.22 -0.89
H -5.40 -1.41 -1.00
H -7.12 0.92 -1.91
H -7.29 1.71 -0.35
H -7.72 -0.35 0.52
H -5.06 2.79 -0.26
H -2.61 2.48 -0.07
C 3.20 -3.36 -3.36
C 2.98 -1.94 -2.89
O 2.04 -1.63 -2.18
N 3.90 -1.03 -3.29
C 3.85 0.36 -2.88
C 4.24 0.59 -1.43
C 5.26 -0.13 -0.83
C 5.59 0.13 0.48
C 4.89 1.12 1.16
C 3.90 1.80 0.47
N 3.57 1.55 -0.79
H 2.24 -3.82 -3.57
H 3.68 -3.92 -2.55
H 3.84 -3.42 -4.24
H 4.67 -1.35 -3.86
H 2.84 0.76 -3.02
H 4.53 0.90 -3.53
H 5.78 -0.90 -1.39
H 6.39 -0.42 0.97
H 5.12 1.37 2.19
H 3.33 2.58 0.97
S -1.49 -0.59 2.15
Sb 0.63 0.30 2.68
S 1.57 -0.79 0.71
S -0.13 2.21 1.17
C 2.86 6.66 -2.91
C 3.96 7.20 -2.00
C 3.48 7.61 -0.60
C 3.68 6.56 0.48
N 2.99 5.30 0.16
C 1.80 4.89 0.59
S 0.84 4.00 -0.53
N 1.36 5.13 1.82
C 2.14 5.45 3.01
C 1.81 6.81 3.61
C 2.71 7.17 4.79
C 4.15 7.46 4.38
H 3.26 6.34 -3.87
H 2.12 7.44 -3.11
H 2.32 5.82 -2.47
H 4.42 8.06 -2.48
H 4.77 6.46 -1.90
H 2.42 7.88 -0.64
H 4.01 8.50 -0.26
H 3.33 6.93 1.44
H 4.75 6.33 0.59
H 3.26 4.88 -0.72
H 0.39 4.89 1.97
H 3.20 5.36 2.76
H 1.93 4.67 3.75
H 0.76 6.81 3.92
H 1.88 7.58 2.83
H 2.69 6.35 5.52
H 2.29 8.04 5.29
H 4.64 6.60 3.94
H 4.74 7.77 5.24
H 4.19 8.28 3.65
C -0.57 1.25 -5.55
Si -1.51 0.53 -4.12
C -3.14 1.36 -3.84
C -1.64 -1.32 -4.20
Se -0.07 1.06 -2.32
H -1.19 1.22 -6.45
H 0.34 0.68 -5.75
H -0.29 2.29 -5.36
H -3.76 1.26 -4.74
H -3.02 2.42 -3.63
H -3.68 0.90 -3.02
H -2.25 -1.61 -5.06
H -2.11 -1.72 -3.31
H -0.65 -1.77 -4.31
```

Properties
- Charge: +2
- LUMO (alpha / beta): -5.97 / -6.91 eV
- ⟨S²⟩: 0.76
- Spin multiplicity: 2
- Energy relative to the best compared isomer or geometry (same formula, charge and spin): 0.5371 eV
- Orbital gap (alpha / beta): 6.53 / 6.25 eV
- F_max: 0.637 eV/Å